# 1
Computed, not measured: C21H19CrO4S as an isolated structure at a distorted geometry, with the ωB97M-V functional and the def2-TZVPD basis.

The geometry in XYZ format:
```
46
Properties=species:S:1:pos:R:3
C 2.18352 2.06221 1.87216
C -3.68293 0.79869 1.24792
C 4.84137 0.06057 0.10783
Cr 3.66701 1.75122 0.75233
H -1.01643 2.20821 -0.36313
H -3.70899 -4.95366 -0.66707
C 3.51066 -0.31705 0.34550
H -0.37963 -2.81962 -0.07929
C -2.37775 0.89674 0.68473
C -3.02538 -5.06616 -1.51673
H -3.94158 -0.10665 1.80302
H -2.38935 -5.95282 -1.38957
C -1.42881 -0.17212 0.77277
O 1.31516 2.32460 2.60408
H -3.59484 -5.13116 -2.45276
H -3.74906 -2.20839 -1.06543
C -4.61055 1.82401 1.08477
H -1.74335 -3.65087 0.74091
H 5.64847 -0.47069 0.61938
C 1.05042 0.00221 0.01653
O 5.22112 1.80309 3.38585
C -2.03074 2.10703 0.02411
H 1.92129 2.01662 -1.55293
C 2.74687 1.44069 -1.12507
S -1.94767 -3.60763 -1.64707
H 6.15517 1.46445 -0.88878
C 2.43236 0.30664 -0.33187
C -4.26130 2.99092 0.38006
C -1.03654 -3.69495 -0.09343
C 4.07359 1.82697 -1.36132
H -5.61595 1.72243 1.50233
H -4.99460 3.78891 0.23821
C -0.13569 -0.02350 0.35570
H -1.73612 -1.07672 1.29864
H 4.27463 2.69046 -1.99961
H -0.47325 -4.63386 -0.09737
H -2.60138 -1.49546 -2.40379
H 3.28011 -1.10537 1.06917
C 3.87641 3.64051 0.78554
C -2.96477 3.12822 -0.13936
H -2.67886 4.03377 -0.67888
O -1.01116 -3.82407 -2.76044
C 4.67835 1.72776 2.35842
C 5.12420 1.13760 -0.74226
O 3.96407 4.79008 0.94910
C -2.82814 -2.23390 -1.64291
```

Values from the calculation:
Energy (a.u.): -2554.45392
Multiplicity: 4
Net charge: +2

Partial charges, natural (NBO), in e: 0.76, -0.19, -0.13, -0.68, 0.21, 0.26, -0.23, 0.28, 0.00, -0.81, 0.21, 0.29, -0.30, -0.40, 0.29, 0.26, -0.21, 0.26, 0.28, -0.09, -0.38, -0.20, 0.27, -0.18, 1.77, 0.29, -0.03, -0.15, -0.82, -0.15, 0.24, 0.24, 0.11, 0.22, 0.28, 0.29, 0.28, 0.28, 0.75, -0.21, 0.24, -0.84, 0.75, -0.22, -0.38, -0.52

***

# 2
Computed, not measured: C21H19F10I2N5PdS as an isolated structure, with the ωB97M-V functional and the def2-TZVPD basis.

The geometry in XYZ format:
```
59
Properties=species:S:1:pos:R:3
H -0.89735 0.96297 2.76821
H 2.31790 -3.06773 -1.40167
F 3.26140 3.05278 3.65904
S -0.35276 -2.77069 -1.07837
F -1.41498 5.66880 0.69359
I 0.57199 1.02112 -1.46763
F 1.43270 1.15108 3.92792
F -0.85553 3.33360 1.88563
C 3.03258 0.11002 0.81754
C -2.98157 3.36823 -1.60068
N -1.84581 0.87315 0.85432
C 2.24648 1.08601 2.86584
F -3.18396 1.04802 -1.53448
N 1.39260 -2.39577 -3.12925
C -2.05245 2.09924 0.25761
F 4.94479 3.07633 1.54238
H -0.19771 -3.10761 1.96019
C 4.04234 2.10812 1.65375
H -3.39748 -2.20707 0.72430
C 2.53758 -2.97223 -2.46165
C -1.86894 0.78670 2.29860
C -2.74525 2.17408 -0.95282
C -1.60790 3.31796 0.77068
Pd -0.78449 -0.65196 0.11164
H -3.44095 -0.63385 2.31506
H -1.56847 -1.42791 -3.29344
C 2.10916 0.04894 1.89797
N -0.62506 -1.68387 -3.52526
C -2.39210 -0.60662 2.60545
N 1.19246 -0.92953 1.83784
N -1.68286 -1.64613 1.79419
H 1.94477 -2.45129 -5.16592
F -2.79678 5.71976 -1.65390
F -3.64862 3.38550 -2.75825
H 2.14675 -0.87885 -4.36214
H 3.39482 -2.31313 -2.59329
C -1.86095 4.53043 0.15266
C 0.05577 -1.38343 -4.78078
H 0.07674 -0.58115 3.63180
H -2.14126 -3.45269 0.80818
H -2.55620 1.52627 2.72404
I 1.81594 2.02975 -4.16428
H 1.18874 -1.92692 3.63936
H 2.77200 -3.95449 -2.87610
F 3.03335 -0.85851 -0.09311
H -2.32067 -0.86673 3.66625
C -2.54842 4.56057 -1.04289
H -0.03218 -0.32903 -5.03746
H -3.14400 -3.11460 2.23963
C 3.97034 1.10701 0.69399
C -2.65230 -2.67046 1.36673
C 3.17971 2.08864 2.74143
F 4.82111 1.11664 -0.33170
H -0.35319 -1.99034 -5.58915
C -0.61915 -2.31649 2.58200
C 0.17302 -2.25589 -2.62724
H -1.07622 -2.77191 3.46943
C 1.50921 -1.76122 -4.44358
C 0.48128 -1.37360 3.00781
```

Values from the calculation:
Energy (a.u.): -3205.45728
Multiplicity: 3
Energy above the lowest of the compared OMol25 structures with the same formula, charge and spin (kcal/mol): 0.0

Partial charges, natural (NBO), in e: 0.18, 0.25, -0.28, -0.31, -0.29, -0.32, -0.30, -0.32, 0.44, 0.27, -0.65, 0.38, -0.30, -0.39, 0.04, -0.27, 0.22, 0.32, 0.22, -0.41, -0.24, 0.33, 0.34, 0.69, 0.22, 0.43, -0.03, -0.57, -0.23, -0.35, -0.41, 0.21, -0.29, -0.29, 0.23, 0.21, 0.26, -0.23, 0.21, 0.22, 0.21, -0.24, 0.23, 0.20, -0.30, 0.20, 0.27, 0.24, 0.19, 0.24, -0.41, 0.25, -0.28, 0.20, -0.22, 0.40, 0.19, -0.23, -0.29

***

What is the multiplicity in the second record?
3

***

Which of these has the lowest energy?
C21H19F10I2N5PdS